# C6H13N2OS

An isolated ion of composition C6H13N2OS and charge +1 in a non-equilibrium geometry (ωB97M-V with the def2-TZVPD basis set, the OMol25 dataset).

The geometry in XYZ format:
```
23
Properties=species:S:1:pos:R:3:nbo_charge:R:1
C -1.3271 -0.3222 2.1116 0.455
C 1.2422 -1.4434 -0.5305 0.269
C 0.8460 -0.2032 -1.2083 -0.148
C -1.7127 0.8690 3.0624 -0.664
C 0.6902 -0.0939 -2.7224 -0.651
C 1.4251 1.0535 -0.6027 -0.603
N -1.1980 0.1625 0.8035 -0.780
N -1.2269 -1.5505 2.2905 -0.677
O 1.3243 -2.6718 -0.9171 -0.578
S -0.7503 -0.8685 -0.4660 0.698
H 1.7953 -1.2014 0.3023 0.218
H -1.3537 0.7551 4.0193 0.244
H -2.7380 1.0933 3.0176 0.243
H -1.2597 1.6901 2.6213 0.212
H 1.6890 0.0268 -3.2491 0.251
H 0.1687 0.8806 -2.8843 0.249
H 0.2107 -0.8727 -3.2659 0.235
H 0.7169 1.7365 -0.4797 0.225
H 2.0257 1.4529 -1.4642 0.252
H 1.9770 0.8784 0.3184 0.236
H -1.5571 1.0207 0.5374 0.415
H -1.4831 -1.8989 3.2118 0.382
H 0.9547 -2.8439 -1.8832 0.517
```

Properties
- net charge = +1
- E (eV) = -22286.8423
- maximum force (eV Å⁻¹) = 4.418
- energy above the lowest of the compared OMol25 structures with the same formula, charge and spin (kcal per mole) = 60.21